Record 1
105
Properties=species:S:1:pos:R:3 method="wB97M-V/def2-TZVPD" charge=+1 s_squared=6.235 multiplicity=5 gap_ev="5.703 / 6.518" e_tot_ha=-10134.60065 homo_ev="-9.619 / -9.620" de_lowest_kj_mol=62.80 lumo_energy_ev="-3.92 / -3.10"
Mn -1.05451 1.04392 0.94691
F 5.06824 -2.80445 3.74732
C 3.91498 -3.32432 4.21101
F 4.03538 -4.65995 4.19122
F 3.77123 -2.93651 5.48631
C 2.75732 -2.87245 3.36106
C 1.74565 -2.10057 3.89920
C 0.71589 -1.66846 3.07493
C 0.68452 -2.01825 1.72448
C 1.70847 -2.79745 1.19851
C 2.74195 -3.22350 2.01791
P -0.72508 -1.38050 0.76450
C -0.54617 -1.82996 -0.98445
C -0.38736 -3.15464 -1.38839
C -0.31084 -3.45321 -2.73690
C -0.43152 -2.43564 -3.68026
C -0.63084 -1.12789 -3.29178
C -0.67763 -0.82323 -1.93822
C -0.31510 -2.78237 -5.13929
F -0.68566 -1.75692 -5.91756
F 0.95717 -3.09666 -5.44667
F -1.07886 -3.84072 -5.45082
C -2.12128 -2.49525 1.26973
C -3.17721 -2.64008 0.36202
C -4.25722 -3.44910 0.65194
C -4.30145 -4.12977 1.86106
C -3.26440 -4.01279 2.76456
C -2.17322 -3.19596 2.46827
C -5.50212 -4.98401 2.16008
F -6.62109 -4.23360 2.18431
F -5.38857 -5.60061 3.34453
F -5.67180 -5.92310 1.21387
H 1.76787 -1.82514 4.94620
H -0.06539 -1.03930 3.48866
H 1.72194 -3.05503 0.14881
H 3.54353 -3.82881 1.60941
H -0.34375 -3.95485 -0.65769
H -0.17339 -4.47846 -3.06264
H -0.75044 -0.34857 -4.03519
H -0.81492 0.20787 -1.63853
H -3.15441 -2.12164 -0.59108
H -5.06940 -3.55478 -0.06151
H -3.29383 -4.56002 3.69968
H -1.37382 -3.13149 3.19212
C 1.39556 4.29386 -4.10205
N 2.75990 4.00032 -3.67000
C 3.91242 4.25467 -4.40897
C 4.95081 3.89090 -3.64409
N 4.42410 3.41676 -2.44473
C 5.22614 2.98757 -1.30246
C 3.07029 3.48838 -2.45631
Se 1.86791 2.97872 -1.14579
H 1.44725 4.88017 -5.01541
H 0.88234 4.85614 -3.33009
H 0.84233 3.37484 -4.28175
H 3.88457 4.66275 -5.40704
H 6.01093 3.91974 -3.84051
H 6.15811 3.54850 -1.30469
H 5.43045 1.92338 -1.34994
H 4.66841 3.19403 -0.39624
C -5.10360 0.04094 3.16804
C -3.93464 0.30001 3.87577
C -2.75351 0.55712 3.18969
C -2.76722 0.55953 1.80455
C -3.91534 0.29278 1.08904
C -5.09125 0.03523 1.77729
H -6.02735 -0.15270 3.70101
H -3.93433 0.29920 4.95985
H -1.84694 0.75193 3.75206
H -3.91504 0.30223 0.00748
H -5.99828 -0.17707 1.22078
Br -0.87785 3.56735 2.90556
C 0.73741 2.62440 3.01363
C 1.69735 3.02500 3.91535
C 2.89071 2.32291 3.93749
C 3.07342 1.27124 3.05610
C 2.04767 0.94390 2.19885
N 0.87244 1.59654 2.17458
H 1.51224 3.86697 4.56741
H 3.66962 2.60369 4.63542
H 3.99653 0.70445 3.02912
H 2.15615 0.13502 1.49351
C 4.11601 -2.18612 -1.70498
Te 2.94556 -0.41240 -1.40871
C 2.44782 -0.24907 -3.46642
H 4.86195 -1.97240 -2.47318
H 3.49427 -3.03144 -2.02181
H 4.62408 -2.43405 -0.76835
H 2.06239 -1.21154 -3.81112
H 3.33991 0.02869 -4.02963
H 1.68139 0.52463 -3.57054
C -1.38065 4.66554 -0.94382
C -2.17421 3.36868 -0.89903
O -1.48928 2.38791 -0.19866
C -2.36226 2.84203 -2.34384
F -2.91721 1.60999 -2.37432
F -3.13493 3.66266 -3.06623
F -1.16848 2.74256 -2.95190
C -3.57363 3.67280 -0.27749
F -4.49479 2.74010 -0.55856
F -3.46979 3.75229 1.06380
F -4.05476 4.84370 -0.70923
H -0.37650 4.44036 -1.29579
H -1.31188 5.07522 0.06340
H -1.85759 5.39666 -1.59374


Record 2
97
Properties=species:S:1:pos:R:3 method="wB97M-V/def2-TZVPD" charge=-2 multiplicity=1 gap_ev=5.197 e_tot_ha=-7020.78099 homo_ev=-1.701 de_lowest_kj_mol=107.06 lumo_energy_ev=3.50
Cs -2.39344 1.12127 -0.25994
C 6.95510 2.69351 -0.85533
C 5.68186 2.05838 -0.35668
C 5.56605 1.52007 0.92810
C 4.39256 0.95233 1.39141
C 3.20280 0.88875 0.60436
N 2.01268 0.46559 1.03517
C 1.93172 -0.58673 1.89430
C 2.69752 -1.76330 1.71937
C 2.48148 -2.92508 2.44136
C 1.47760 -3.00748 3.40262
C 1.12402 -4.29581 4.09900
C 0.75128 -1.84915 3.63191
C 0.99031 -0.66798 2.94735
N 0.24445 0.47664 3.40409
C -0.07177 0.71311 4.70050
C -0.82216 1.85892 4.73630
C -0.90345 2.24792 3.38407
N -0.25157 1.41811 2.58024
C 3.36775 1.40325 -0.71476
C 4.54814 1.97224 -1.15777
N 2.31996 1.23964 -1.68251
C 2.47263 0.64876 -2.89021
C 1.28987 0.78186 -3.57018
C 0.45863 1.47647 -2.66469
N 1.07817 1.75100 -1.52844
H 7.70773 2.72305 -0.06337
H 6.80196 3.72454 -1.19222
H 7.39668 2.15026 -1.69719
H 6.42692 1.55245 1.59276
H 4.34195 0.55050 2.39687
H 3.45116 -1.74268 0.93988
H 3.08070 -3.80409 2.21813
H 1.85769 -5.07254 3.87000
H 0.14228 -4.66496 3.78802
H 1.09316 -4.18137 5.18630
H -0.07062 -1.87125 4.34135
H 0.28220 0.06101 5.48024
H -1.25005 2.33663 5.60162
H -1.42741 3.09769 2.96933
H 4.56476 2.36438 -2.17211
H 3.40480 0.17058 -3.14207
H 1.04541 0.40710 -4.54968
H -0.57441 1.76679 -2.79754
Cl -4.82406 1.49970 2.19483
C -4.33694 -0.18744 2.63814
C -3.28288 -0.74195 1.97124
C -2.96841 -2.02017 2.35248
Cl -1.62534 -2.85516 1.50598
C -3.61356 -2.71998 3.36852
Cl -3.12264 -4.32523 3.83915
C -4.67832 -2.10254 4.02720
Cl -5.50939 -2.92305 5.30853
C -5.05590 -0.81424 3.65196
Cl -6.38530 -0.03403 4.46068
C -1.90033 -1.54029 -4.39511
As -1.72144 -1.32428 -2.45904
C -0.36795 -2.76036 -2.26824
C -3.30504 -2.36239 -1.83693
C -3.50752 -3.70632 -2.46510
C -4.19902 -3.83230 -3.67149
C -4.37201 -5.07186 -4.27517
C -3.85560 -6.22037 -3.68467
C -3.16590 -6.10790 -2.48266
C -2.99547 -4.86611 -1.88230
H -1.99508 -2.59325 -4.66167
H -0.99035 -1.13709 -4.84372
H -2.75715 -0.96728 -4.74510
H -0.67060 -3.70403 -2.72730
H -0.14411 -2.91770 -1.21164
H 0.53967 -2.39436 -2.75265
H -4.15691 -1.70826 -2.01266
H -3.15138 -2.45871 -0.76185
H -4.60027 -2.93796 -4.13588
H -4.91498 -5.13905 -5.21081
H -3.99362 -7.18749 -4.15327
H -2.75843 -6.99168 -2.00542
H -2.45858 -4.78244 -0.94319
C -0.95932 5.51850 1.10818
S -0.48572 3.94183 0.44745
O -1.61103 3.57399 -0.49113
C 0.87553 4.59972 -0.50460
C 2.11076 4.68721 0.10964
C 3.16872 5.25025 -0.59259
C 2.98130 5.67742 -1.90025
C 1.73824 5.54507 -2.51147
C 0.66710 5.00532 -1.81141
H -1.24738 6.13709 0.25769
H -0.12098 5.95266 1.65231
H -1.80468 5.35462 1.77704
H 2.25985 4.27801 1.10424
H 4.14687 5.29858 -0.13115
H 3.81637 6.08590 -2.45686
H 1.60418 5.85198 -3.54161
H -0.30162 4.85579 -2.27478
N -4.90795 1.40185 -3.09520
C -3.96253 0.75945 -2.86836